[1]
This record from the OMol25 dataset describes a molecular structure, C28H22BF7N5OsS. The level of theory is wB97M-V/def2-TZVPD.

Structure (XYZ):
```
65
Properties=species:S:1:pos:R:3
Os 1.33487 -0.23424 0.88086
N -1.64704 2.70377 2.40666
C -0.65859 1.97914 1.87009
S 0.89958 0.00517 3.10231
N 0.13481 2.55452 1.02452
N 1.10728 1.76323 0.47849
C 1.76771 2.23716 -0.53181
C 1.54124 3.56290 -1.12711
C 1.64372 4.71959 -0.36158
C 1.44738 5.95334 -0.95782
C 1.12168 6.03241 -2.30569
C 1.00101 4.87730 -3.06504
C 1.22105 3.63808 -2.48255
C 2.79071 1.33758 -1.08661
C 3.74963 1.74363 -1.99924
C 4.71830 0.83776 -2.40217
C 4.70390 -0.44987 -1.89139
C 3.71710 -0.79597 -0.98822
N 2.79207 0.07846 -0.58484
H -2.29437 2.29667 3.05627
H -1.77008 3.65975 2.11590
H 1.88279 4.65310 0.69148
H 1.54284 6.85424 -0.36703
H 0.95729 6.99880 -2.76332
H 0.73357 4.93804 -4.11110
H 1.10680 2.73080 -3.06306
H 3.73546 2.75343 -2.37940
H 5.47820 1.13738 -3.11050
H 5.43399 -1.18608 -2.19342
H 3.63318 -1.79637 -0.58966
F 0.97899 -1.49607 -1.94503
B -0.12787 -0.64627 -2.01647
F 0.19030 0.54140 -2.64172
F -1.24686 -1.26875 -2.48169
F -0.42373 -0.27250 -0.57914
F -6.98313 -1.22257 -1.04837
C -6.97436 -0.74034 0.20238
F -7.57059 0.46535 0.16495
F -7.74036 -1.54108 0.95443
C -5.57325 -0.63059 0.73997
C -5.29240 -1.00642 2.04661
C -4.00756 -0.87517 2.53129
C -2.99099 -0.34894 1.71285
C -3.29203 0.02331 0.38585
C -4.57903 -0.11837 -0.08664
C -1.68605 -0.22794 2.23446
C -0.59783 0.53652 2.30517
H -6.07366 -1.40865 2.67542
H -3.77451 -1.17661 3.54340
H -2.51460 0.40273 -0.26015
H -4.81195 0.15818 -1.10619
C 1.57799 -6.62507 1.20889
C 1.54150 -5.13323 1.13396
C 2.55708 -4.34342 1.66864
C 2.48213 -2.97144 1.56635
N 1.45931 -2.34720 0.96491
C 0.46635 -3.09453 0.45605
C 0.48040 -4.47039 0.52073
H 2.44005 -6.97838 1.76986
H 1.61846 -7.05068 0.20531
H 0.67317 -7.00299 1.68544
H 3.40503 -4.79208 2.16694
H 3.25551 -2.33715 1.98257
H -0.34854 -2.56297 -0.01351
H -0.34301 -5.02134 0.08745
```

The highest occupied orbital energy (alpha / beta) comes out at -10.8 / -11.4 eV. As for the spin multiplicity: 5. The frontier orbital gap (alpha / beta) comes out at 7.0 / 6.7 eV. Its total charge is +1.

These are the Mulliken partial charges, in e, on atoms 1 to 2: Os 1.185; N -0.309

[2]
This record from the OMol25 dataset describes 13 unconnected molecules or ions with the total composition C24H71N4O14 at a distorted geometry. The level of theory is wB97M-V/def2-TZVPD.

Structure (XYZ):
```
113
Properties=species:S:1:pos:R:3
C 0.37831 0.18876 0.50463
C 1.21331 1.01176 -0.46837
O 1.70231 2.09576 -0.06237
O 1.34531 0.61476 -1.66337
H -0.30269 0.72376 1.11263
H 0.94431 -0.42624 1.15763
H -0.11469 -0.43624 -0.19837
C 1.92131 1.63276 3.30663
O 2.82231 1.31576 2.25663
H 1.22331 0.83276 3.41363
H 1.35931 2.49676 3.13963
H 2.32331 1.80076 4.29363
H 2.32031 1.18176 1.41863
C 1.77331 3.39776 -2.90737
O 1.73631 2.19576 -3.65737
H 0.88231 3.57576 -2.37537
H 1.95731 4.21176 -3.53237
H 2.63531 3.31476 -2.20437
H 1.47531 1.55676 -2.96837
C 4.78931 1.81776 -0.69737
O 5.23931 3.04976 -0.21837
H 4.17131 1.97476 -1.57037
H 4.15531 1.28176 0.00763
H 5.58531 1.08576 -1.03537
H 4.49231 3.44376 0.26363
C -2.05169 -0.54024 3.89363
O -1.22969 -1.02124 2.81663
H -3.01469 -1.02624 4.04063
H -2.30569 0.51976 3.77563
H -1.48969 -0.61024 4.79863
H -1.56269 -0.51724 2.07263
C 3.68231 -1.53924 0.05563
O 3.09531 -1.44524 -1.28237
H 3.13931 -2.28324 0.63963
H 3.48931 -0.60924 0.55563
H 4.74331 -1.65724 -0.00037
H 2.53031 -0.60924 -1.43137
C -1.87769 3.67276 -0.02837
O -2.15369 2.30976 0.08163
N -2.67669 4.60676 0.34063
N -0.69669 4.10376 -0.36537
H -3.58069 4.10876 0.56063
H -2.62769 5.57576 0.14363
H -0.04269 3.34076 -0.61137
H -0.32269 5.02076 -0.32537
C 3.36831 5.00376 1.13863
O 3.89631 6.27576 1.42363
N 3.43631 4.05076 1.96763
N 2.88931 4.60776 0.00063
H 3.80731 4.29676 2.91363
H 3.00931 3.09876 1.81563
H 3.03931 5.30376 -0.76037
H 2.38531 3.67276 -0.16837
C 2.99931 -2.40624 4.31863
C 1.80631 -2.20924 3.49063
C 1.50331 -3.41824 2.57063
O 0.83231 -1.92224 4.16563
H 3.09031 -1.67524 5.11363
H 3.80631 -2.22724 3.65763
H 3.01431 -3.34024 4.81163
H 1.88531 -1.39424 2.86363
H 2.39731 -3.62424 1.95163
H 0.63431 -3.22124 1.98863
H 1.37331 -4.37624 3.03063
H 0.18431 -1.57024 3.54663
C 0.77531 -3.40424 -1.99637
C -0.18969 -2.51124 -2.73837
C 0.55231 -1.68724 -3.76737
O -1.17469 -3.00824 -3.28537
H 0.45831 -4.46724 -2.05737
H 0.91331 -3.25324 -0.95337
H 1.70431 -3.40524 -2.50737
H -0.51669 -1.75224 -1.98137
H 1.05231 -2.27024 -4.49337
H 1.23031 -0.98424 -3.32937
H -0.12669 -1.07624 -4.30737
H -2.04769 -2.81024 -2.86937
C -1.55969 2.19576 -3.24137
C -1.98269 1.21676 -4.25437
C -2.80569 0.17076 -3.56237
O -2.47369 1.64876 -5.27037
H -2.33969 2.83776 -2.80737
H -0.81469 2.88876 -3.62637
H -0.97969 1.62876 -2.46737
H -1.04369 0.72776 -4.52837
H -3.24669 -0.61324 -4.19037
H -3.65069 0.63076 -3.11437
H -2.24669 -0.34424 -2.72037
H -2.55469 0.90376 -5.89637
C -4.39969 -1.40024 -0.97137
C -3.70369 -0.32924 -0.23237
C -4.41269 0.15876 1.09463
O -2.49269 -0.51324 -0.04037
H -4.35669 -2.29324 -0.34937
H -3.98969 -1.55424 -2.01737
H -5.42269 -1.13424 -1.04637
H -3.73969 0.50676 -0.92537
H -4.35369 -0.53924 1.94763
H -5.41969 0.26476 0.79063
H -4.07669 1.17976 1.44463
H -1.98369 0.32276 -0.05237
C -1.56169 -3.59624 0.23763
C -2.51669 -3.72824 1.42863
C -3.37969 -4.94624 1.31363
O -1.90769 -3.75424 2.52863
H -1.96869 -3.69124 -0.76137
H -0.92169 -4.44224 0.31463
H -1.01369 -2.64724 0.30263
H -3.07569 -2.78924 1.36263
H -4.07169 -4.82424 0.49163
H -3.99469 -5.07424 2.13863
H -2.78969 -5.86724 1.20963
H -1.81369 -2.83524 2.86963
```

The highest occupied orbital energy comes out at -6.6 eV. The frontier orbital gap comes out at 8.5 eV. Its total charge is -1.

These are the Mulliken partial charges, in e, on atoms 1 to 2: C 1.943; C -1.186

| no. | E (a.u.) |
| --- | --- |
| 1 | -2566.71919 |
| 2 | -2229.18395 |